Molecular formula: C5H15N2P
Method: DFT, wB97M-V/def2-TZVPD

The HOMO energy is -7.0 eV. The SMILES is CN=P(C)(C)N(C)C. For the LUMO energy, the calculation gives 0.026 hartree.

```
! wB97M-V def2-TZVPD RIJCOSX def2/J DEFGRID3
* xyz 0 1
H 1.87 -1.14 1.39
N 0.08 0.43 -1.96
H -0.25 -2.19 1.72
H 1.80 1.61 -2.82
H -1.97 -2.11 1.70
H 0.73 1.61 1.89
H 2.96 -0.32 0.40
H -2.00 -2.04 -1.03
C 0.73 1.54 -2.49
C 1.97 -0.80 0.41
C -2.09 -1.03 -0.83
H 0.59 2.52 -1.90
C 0.21 1.61 1.01
P 0.33 0.10 -0.07
H -0.72 -0.77 2.30
H -0.87 1.78 1.19
N -1.01 -0.87 0.24
H -1.73 -0.61 -1.73
H 1.88 -1.55 -0.34
H -3.06 -0.82 -0.55
C -1.07 -1.56 1.55
H 0.24 1.75 -3.55
H 0.64 2.44 0.40
*
```

***

Molecular formula: C9H13Cl5N
Method: DFT, wB97M-V/def2-TZVPD

The HOMO energy is -4.0 eV. For the LUMO energy, the calculation gives 0.097 hartree.

```
! wB97M-V def2-TZVPD RIJCOSX def2/J DEFGRID3
* xyz -1 1
H -0.12 6.02 2.88
C 4.02 -2.73 -6.10
Cl 0.57 4.62 4.72
H 2.31 -4.43 -3.82
C 3.64 -3.78 -5.42
N 2.74 -1.24 -4.66
C -1.54 4.31 3.02
H -4.56 -1.95 2.88
C 3.59 -1.42 -5.72
H -2.76 0.08 4.50
H -1.41 3.23 3.08
C -3.69 -0.23 4.03
C 2.79 -3.58 -4.29
Cl -5.05 -0.24 5.21
C -3.61 -1.51 3.18
C 2.38 -2.28 -3.92
C -0.15 4.96 3.12
Cl -2.71 -2.74 4.11
H 0.61 4.54 2.45
H -3.02 -1.32 2.28
Cl 0.31 0.27 0.80
H -2.07 4.49 2.08
H -3.96 0.55 3.33
H 1.91 -2.06 -2.97
Cl -2.77 4.65 4.25
H 4.67 -2.78 -6.96
H 3.86 -4.79 -5.75
H 4.02 -0.64 -6.33
*
```

***

Molecular formula: C35H58CeOP2
Method: DFT, wB97M-V/def2-TZVPD

The HOMO energy (alpha / beta) is -9.9 / -9.9 eV. For the LUMO energy (alpha / beta), the calculation gives -0.097 / -0.096 hartree. Its expectation value of S² is 0.75.

```
! wB97M-V def2-TZVPD RIJCOSX def2/J DEFGRID3
* xyz 1 2
H 3.66 0.85 0.18
H 1.39 -0.36 -5.32
C -0.02 0.78 4.48
C 1.86 1.43 2.83
H -0.50 1.74 4.24
H 3.48 2.43 0.95
C 2.81 -0.68 2.50
H -4.86 3.77 -0.10
C 4.77 -1.00 -1.67
H -1.79 3.47 1.60
H -0.33 -2.59 -4.01
H 3.06 -1.69 -5.12
C -5.57 2.34 -1.47
O 2.57 -0.61 -0.82
H 0.59 3.14 3.07
C -6.51 0.21 0.86
C -7.37 1.44 0.81
H -5.12 -0.36 -2.11
H -2.65 -0.66 2.88
H 4.98 -0.55 0.47
C 3.78 1.39 1.15
H -3.18 0.13 -0.14
H 0.94 -3.33 -3.02
C 1.63 -0.82 3.30
C 3.37 -0.94 -1.83
Ce 1.20 -0.09 0.77
C 6.60 0.37 -0.55
H 7.05 -2.30 -0.88
H 6.08 1.32 -0.72
C 4.95 -1.55 -4.03
H 1.69 -2.43 4.72
H 2.84 -2.75 1.90
H -6.41 -0.18 1.88
H -7.96 1.44 1.74
H 3.56 -1.64 0.74
H 1.28 -2.87 -4.70
H -0.50 -2.88 -0.78
H -2.24 -3.21 -0.47
H 4.44 -2.07 2.22
C 2.96 0.75 2.21
H -1.94 -0.24 -1.29
H -1.61 2.77 -1.78
C 3.45 -1.84 1.82
H 0.06 -2.00 4.17
H 1.15 -2.91 3.10
H 7.25 0.16 -1.41
H 5.76 -2.89 0.19
C -1.29 -2.93 0.01
H -0.23 -0.16 -4.62
H 0.67 -0.94 -2.40
C 1.22 -1.19 -3.32
C 5.61 -0.79 -0.38
H 7.24 0.48 0.34
H 1.13 0.86 -4.06
H 1.82 3.32 1.79
H -6.03 2.83 1.80
H -2.39 1.95 2.32
H -2.39 -2.42 2.85
H -7.29 3.60 0.83
P -1.41 -1.33 0.91
C -0.72 2.57 -1.16
C -2.66 -1.54 2.23
C 2.74 -1.21 -3.08
H 0.38 0.87 5.51
C -5.57 2.96 -0.27
H -6.46 1.35 -3.08
C 5.53 -1.29 -2.78
H -3.69 -1.69 1.85
H -3.26 2.69 0.93
C 6.42 -2.04 -0.03
C -2.26 2.50 1.37
C 1.07 0.47 3.54
H 7.06 -1.87 0.85
H -8.10 1.45 -0.01
H 2.28 3.42 3.50
P -1.14 1.53 0.30
H 5.59 -1.78 -4.87
C -6.51 1.29 -1.98
H -6.81 -0.85 -2.07
C -6.57 2.77 0.83
H -0.99 -3.72 0.72
H -5.42 -1.40 0.06
C 1.10 -2.11 3.85
H -0.30 3.53 -0.81
H 4.85 1.40 1.39
C -5.94 -0.46 -0.15
C 3.55 -1.50 -4.17
C -2.10 0.01 -0.22
H -7.56 1.45 -1.71
C 0.74 -2.57 -3.79
H 6.62 -1.33 -2.64
H -4.84 2.65 -2.23
H -0.78 -0.01 4.49
C 0.85 -0.15 -4.39
H 0.05 2.08 -1.78
C -6.08 -0.15 -1.61
C 1.61 2.91 2.79
*
```

***

Molecular formula: C24H32O24
Method: DFT, wB97M-V/def2-TZVPD

The HOMO energy (alpha / beta) is -0.2 / -8.6 eV. For the LUMO energy (alpha / beta), the calculation gives 0.080 / 0.079 hartree. Its expectation value of S² is 0.75.

```
! wB97M-V def2-TZVPD RIJCOSX def2/J DEFGRID3
* xyz -1 2
H -7.83 -34.13 33.34
O -16.94 -32.60 32.25
H -9.90 -32.56 32.40
C -11.94 -32.81 36.32
H -13.27 -33.35 31.72
O -13.22 -33.09 36.89
H -12.13 -34.06 28.89
O -12.30 -24.81 30.67
H -13.52 -34.23 38.56
C -13.09 -33.26 38.30
H -10.04 -26.97 27.96
C -13.74 -31.42 32.89
O -13.10 -29.56 25.70
H -15.01 -28.85 28.24
O -11.74 -32.54 35.12
C -10.26 -35.55 31.97
C -18.52 -30.73 34.62
H -11.28 -36.25 28.92
C -9.40 -33.47 32.06
H -18.11 -31.12 35.55
H -15.49 -30.09 27.02
H -15.51 -36.31 35.45
H -18.28 -28.89 33.18
H -14.63 -32.05 32.99
C -13.15 -30.45 30.88
H -12.52 -26.92 27.00
H -13.65 -34.69 29.33
O -12.88 -29.53 30.13
C -17.76 -29.61 33.82
C -12.73 -35.55 26.41
H -12.72 -29.38 27.82
C -12.89 -34.76 28.55
O -10.33 -34.29 31.51
H -13.54 -32.55 38.99
H -14.88 -37.99 35.18
O -15.25 -36.91 33.43
H -13.46 -30.91 27.09
O -13.29 -34.61 27.20
O -9.38 -35.63 32.97
H -11.40 -32.30 39.15
O -12.82 -25.77 28.67
H -13.20 -35.79 35.64
H -11.31 -28.06 28.79
H -17.06 -29.13 34.51
C -10.99 -27.06 28.50
O -10.93 -26.14 29.62
O -13.66 -35.50 33.64
C -14.89 -36.96 34.83
O -16.95 -30.40 32.91
H -10.88 -33.95 38.76
O -14.52 -35.84 31.62
C -12.28 -36.13 28.51
H -19.56 -30.45 34.79
O -12.87 -35.59 25.24
O -13.84 -30.32 32.01
C -12.02 -25.47 29.74
O -12.16 -36.49 27.13
H -11.99 -32.42 32.58
C -8.91 -34.28 33.28
H -8.72 -33.19 31.26
O -18.43 -31.89 33.75
C -17.43 -31.70 32.90
C -13.52 -36.31 34.73
H -13.00 -36.85 28.90
C -12.91 -32.36 31.99
O -13.89 -28.02 24.19
H -9.47 -33.88 34.13
O -11.03 -32.73 37.23
C -13.36 -29.82 27.06
C -13.91 -28.55 25.28
H -11.48 -25.54 27.05
O -12.64 -31.68 30.81
C -11.55 -33.14 38.47
C -14.79 -29.29 27.27
O -14.88 -28.32 26.28
O -10.91 -36.51 31.52
C -11.97 -26.28 27.69
H -13.28 -31.26 33.86
C -14.48 -36.03 32.80
H -12.70 -37.00 34.54
*
```

***

The evaluated relative energy (zero: lowest compared OMol25 entry of this formula, charge and spin) for the records listed, in turn: 281.2 165.4 0.0 0.0 kJ/mol.